## a
Below is a cluster of 2 separate species, C2H2O2S in total, with properties calculated with the ωB97M-V functional and the def2-TZVPD basis.

The geometry in XYZ format:
```
7
Properties=species:S:1:pos:R:3:nbo_charge:R:1
C -0.337 2.165 -0.069 -0.193
C 0.209 1.093 -0.375 -0.240
O 0.921 -2.228 1.245 -0.819
O -0.436 -2.204 -0.865 -0.834
S -0.325 -2.120 0.564 1.658
H -0.447 2.997 0.465 0.210
H 0.414 0.297 -0.966 0.218
```

Computed properties:
HOMO energy: -10.85 eV
E_LUMO: -0.0410 hartree
HOMO-LUMO gap: 0.3579 hartree

## b
Below is an isolated molecule of C2H2O2S, with properties calculated with the ωB97M-V functional and the def2-TZVPD basis.

The geometry in XYZ format:
```
7
Properties=species:S:1:pos:R:3:nbo_charge:R:1
O -0.751 0.404 1.858 -0.432
C -1.234 0.176 0.808 0.368
C -0.188 -0.072 -0.379 0.134
O -0.842 -0.285 -1.461 -0.624
S 1.475 -0.079 -0.266 -0.094
H -2.293 0.052 0.496 0.140
H -0.028 -0.365 -1.988 0.507
```

Computed properties:
HOMO energy: -9.51 eV
E_LUMO: -0.0298 hartree
HOMO-LUMO gap: 0.3196 hartree

## c
Below is an isolated molecule of C2H2O2S, with properties calculated with the ωB97M-V functional and the def2-TZVPD basis.

The geometry in XYZ format:
```
7
Properties=species:S:1:pos:R:3:nbo_charge:R:1
O 1.839 0.680 0.191 -0.601
C 0.658 0.235 0.149 0.605
C -0.443 0.196 -0.619 -0.091
S -2.297 0.389 0.105 -0.058
O 0.280 -0.997 0.290 -0.497
H 2.498 0.105 0.542 0.516
H -2.535 -0.607 -0.657 0.124
```

Computed properties:
HOMO energy: -8.57 eV
E_LUMO: -0.0008 hartree
HOMO-LUMO gap: 0.3140 hartree

## d
Below is an isolated molecule of C2H2O2S, with properties calculated with the ωB97M-V functional and the def2-TZVPD basis.

The geometry in XYZ format:
```
7
Properties=species:S:1:pos:R:3:nbo_charge:R:1
O -1.409 -1.048 -0.045 -0.494
C -0.997 0.144 0.096 0.373
C 0.497 0.527 -0.085 0.226
O 0.447 1.723 -0.033 -0.521
S 1.796 -0.526 0.035 0.083
H -1.481 0.969 0.224 0.144
H 1.146 -1.787 -0.192 0.190
```

Computed properties:
HOMO energy: -10.06 eV
E_LUMO: -0.0218 hartree
HOMO-LUMO gap: 0.3479 hartree

Most stable = b

## a
Below is a cluster of 2 separate species, C2H8N2O2 in total, with properties calculated with the ωB97M-V functional and the def2-TZVPD basis.

The geometry in XYZ format:
```
14
Properties=species:S:1:pos:R:3:nbo_charge:R:1
C -1.057 -0.967 0.610 0.009
C 1.207 0.025 -0.399 0.066
N -0.388 1.690 0.000 -0.687
N 0.437 0.717 0.608 -0.310
O -1.897 -0.612 -0.466 -0.665
O 1.862 -1.069 0.034 -0.698
H -0.347 -1.745 0.681 0.208
H -1.664 -0.582 1.374 0.177
H 0.585 -0.219 -1.313 0.094
H 1.888 0.738 -0.823 0.150
H -0.621 2.331 0.709 0.358
H -1.210 1.304 -0.478 0.352
H -1.297 -0.917 -1.124 0.474
H 2.502 -0.694 0.588 0.473
```

Computed properties:
HOMO energy (spin up / spin down): -7.83 / -7.77 eV
E_LUMO (spin up / spin down): 0.0293 / 0.0296 hartree
HOMO-LUMO gap (spin up / spin down): 0.3169 / 0.3150 hartree

## b
Below is a cluster of 2 separate species, C2H8N2O2 in total, with properties calculated with the ωB97M-V functional and the def2-TZVPD basis.

The geometry in XYZ format:
```
14
Properties=species:S:1:pos:R:3:nbo_charge:R:1
O 0.809 3.538 0.104 -0.594
C 0.706 2.587 -0.640 0.630
O 1.522 2.488 -1.673 -0.662
H -0.093 1.823 -0.697 0.133
H 1.874 3.358 -1.644 0.490
N -1.763 -1.314 -0.103 -0.842
C -0.214 -1.147 0.015 -0.052
N 0.270 -2.278 0.893 -0.853
H -2.104 -2.353 0.159 0.355
H -2.162 -0.922 0.735 0.339
H 0.343 -1.034 -0.866 0.194
H -0.268 -0.292 0.735 0.160
H -0.147 -2.234 1.859 0.349
H 1.225 -2.220 1.122 0.352
```

Computed properties:
HOMO energy: -9.48 eV
E_LUMO: 0.0284 hartree
HOMO-LUMO gap: 0.3767 hartree

## c
Below is a cluster of 2 separate species, C2H8N2O2 in total, with properties calculated with the ωB97M-V functional and the def2-TZVPD basis.

The geometry in XYZ format:
```
14
Properties=species:S:1:pos:R:3:nbo_charge:R:1
C -1.516 -0.567 -1.140 -0.737
C -0.146 -0.650 -0.422 0.673
O 0.930 -0.547 -0.942 -0.638
N -0.302 -0.437 0.945 -0.490
N 0.820 -0.261 1.851 -0.641
H -2.087 0.255 -0.886 0.233
H -1.182 -0.604 -2.137 0.248
H -2.038 -1.624 -1.286 0.241
H -1.289 -0.558 1.324 0.392
H 1.129 0.648 1.874 0.372
H 1.492 -0.891 1.529 0.358
O 1.605 1.938 -0.052 -0.984
H 0.815 2.293 -0.452 0.475
H 1.769 1.004 -0.205 0.498
```

Computed properties:
HOMO energy: -9.73 eV
E_LUMO: 0.0255 hartree
HOMO-LUMO gap: 0.3832 hartree

Most stable = c

## a
Below is a cluster of 2 separate species, C2H8N2O2 in total, with properties calculated with the ωB97M-V functional and the def2-TZVPD basis.

The geometry in XYZ format:
```
14
Properties=species:S:1:pos:R:3:nbo_charge:R:1
N -1.570 -0.195 -0.198 -0.852
C -0.234 -0.749 -0.414 -0.340
C 0.658 0.112 -1.279 0.658
N 0.470 1.450 -1.144 -0.826
O 1.527 -0.381 -1.964 -0.603
H -1.884 -0.285 0.759 0.361
H -2.239 -0.681 -0.766 0.368
H 0.315 -0.915 0.510 0.222
H -0.295 -1.762 -0.798 0.213
H -0.410 1.820 -0.868 0.403
H 0.895 2.030 -1.845 0.392
O 0.985 -0.445 2.890 -0.935
H 1.614 0.256 2.686 0.477
H 0.169 -0.254 2.431 0.463
```

Computed properties:
HOMO energy: -9.64 eV
E_LUMO: 0.0214 hartree
HOMO-LUMO gap: 0.3756 hartree

## b
Below is a structure of composition C2H8N2O2, with properties calculated with the ωB97M-V functional and the def2-TZVPD basis.

The geometry in XYZ format:
```
14
Properties=species:S:1:pos:R:3:nbo_charge:R:1
C -0.349 -0.935 -0.176 0.379
C -0.403 1.417 -0.609 0.075
N -0.771 0.352 0.257 -0.749
N 0.881 -1.036 0.750 -0.873
O -1.231 -1.949 0.187 -0.716
O 1.039 1.637 -0.723 -0.768
H -1.821 -1.555 0.845 0.487
H 1.330 2.093 0.075 0.461
H 0.197 0.061 1.164 0.423
H -0.074 -1.046 -1.231 0.165
H 1.693 -0.630 0.289 0.397
H 1.095 -1.978 1.072 0.394
H -0.878 2.338 -0.259 0.164
H -0.711 1.230 -1.643 0.161
```

Computed properties:
HOMO energy: -8.83 eV
E_LUMO: 0.0337 hartree
HOMO-LUMO gap: 0.3583 hartree

Most stable = a

## a
Below is a cluster of 2 separate species, C2H8N2O2 in total, with properties calculated with the ωB97M-V functional and the def2-TZVPD basis.

The geometry in XYZ format:
```
14
Properties=species:S:1:pos:R:3:nbo_charge:R:1
C 0.123 1.776 -0.474 -0.413
N 0.595 0.581 0.246 -0.626
C 0.301 0.284 1.525 0.768
N 0.771 -0.957 1.991 -0.834
O -0.305 1.036 2.259 -0.643
H 0.956 2.031 -1.123 0.197
H -0.169 2.513 0.261 0.239
H -0.685 1.530 -1.159 0.196
H 0.787 -0.157 -0.416 0.370
H 1.167 -1.490 1.213 0.354
H 0.095 -1.484 2.496 0.391
O -1.269 -1.670 -2.643 -0.916
H -0.485 -1.857 -2.114 0.453
H -1.882 -2.135 -2.061 0.464
```

Computed properties:
HOMO energy: -9.74 eV
E_LUMO: 0.0045 hartree
HOMO-LUMO gap: 0.3622 hartree

## b
Below is a cluster of 2 separate species, C2H8N2O2 in total, with properties calculated with the ωB97M-V functional and the def2-TZVPD basis.

The geometry in XYZ format:
```
14
Properties=species:S:1:pos:R:3:nbo_charge:R:1
N -0.114 -1.069 0.956 -0.887
C -0.546 -0.850 -0.409 -0.064
N -0.259 0.541 -0.777 -0.640
C -1.283 1.395 -0.983 0.526
O -2.472 1.151 -0.899 -0.618
H -0.012 -2.044 1.211 0.375
H -0.556 -0.523 1.676 0.378
H -1.618 -0.930 -0.547 0.206
H -0.001 -1.547 -1.034 0.183
H 0.653 0.825 -0.445 0.426
H -0.988 2.421 -1.276 0.116
O 2.536 0.417 0.535 -0.954
H 2.028 -0.400 0.531 0.483
H 2.631 0.614 1.460 0.472
```

Computed properties:
HOMO energy: -9.55 eV
E_LUMO: 0.0269 hartree
HOMO-LUMO gap: 0.3779 hartree

## c
Below is a structure of composition C2H8N2O2, with properties calculated with the ωB97M-V functional and the def2-TZVPD basis.

The geometry in XYZ format:
```
14
Properties=species:S:1:pos:R:3:nbo_charge:R:1
C -0.594 0.021 -0.987 -0.479
N -0.220 -1.377 -1.177 -0.873
H 0.787 -1.472 -1.111 0.369
H -0.516 -1.735 -2.080 0.359
H -1.687 0.133 -0.991 0.190
H -0.235 0.710 -1.763 0.189
H -0.937 -0.279 0.617 0.482
C 0.435 0.862 0.454 0.811
N -0.442 0.028 1.617 -0.896
O 1.634 0.195 0.389 -0.760
O 0.333 2.066 0.496 -0.719
H 2.310 0.859 0.193 0.500
H 0.078 -0.683 2.123 0.412
H -0.945 0.671 2.221 0.414
```

Computed properties:
HOMO energy: -8.27 eV
E_LUMO: 0.0271 hartree
HOMO-LUMO gap: 0.3309 hartree

Most stable = a

## a
Below is a cluster of 2 separate species, C2H8N2O2 in total, with properties calculated with the ωB97M-V functional and the def2-TZVPD basis.

The geometry in XYZ format:
```
14
Properties=species:S:1:pos:R:3:nbo_charge:R:1
C 0.875 0.249 1.335 -0.512
C -0.317 -1.177 -0.041 0.033
O -0.393 -1.904 -1.228 -0.712
N 0.891 -0.534 0.148 -0.292
H 0.110 -1.404 -1.884 0.477
H -0.606 -1.842 0.785 0.188
H 0.141 1.086 1.187 0.233
H 0.493 -0.289 2.212 0.202
H 1.864 0.657 1.552 0.206
N -1.023 1.551 -0.604 -0.284
O 0.059 1.156 -1.329 -0.499
H 0.852 1.509 -0.896 0.491
H -1.803 1.217 -1.178 0.310
H -1.143 -0.276 -0.059 0.159
```

Computed properties:
HOMO energy (spin up / spin down): -9.21 / -9.41 eV
E_LUMO (spin up / spin down): -0.0047 / -0.0081 hartree
HOMO-LUMO gap (spin up / spin down): 0.3338 / 0.3377 hartree

## b
Below is a cluster of 2 separate species, C2H8N2O2 in total, with properties calculated with the ωB97M-V functional and the def2-TZVPD basis.

The geometry in XYZ format:
```
14
Properties=species:S:1:pos:R:3:nbo_charge:R:1
C 2.264 0.085 -1.422 -0.424
N 1.570 -0.516 -0.255 -0.631
C 1.108 0.385 0.643 0.776
N 0.197 -0.188 1.650 -0.880
O 1.153 1.579 0.481 -0.633
H 1.503 0.740 -1.832 0.215
H 3.003 0.781 -0.995 0.213
H 2.731 -0.641 -2.091 0.211
H 1.613 -1.502 -0.083 0.408
H -0.162 0.609 2.166 0.376
H -0.640 -0.550 1.200 0.371
O -4.875 -0.277 -0.228 -0.925
H -5.057 -0.899 0.484 0.462
H -4.408 0.394 0.281 0.462
```

Computed properties:
HOMO energy: -9.78 eV
E_LUMO: 0.0181 hartree
HOMO-LUMO gap: 0.3776 hartree

Most stable = b